(1)
Formula: C6H10O
Source: the Open Molecules 2025 dataset
Level of theory: ωB97M-V/def2-TZVPD

Element x y z (Å)
C  2.275  0.144  0.000
C  0.794  -0.134  0.079
C  0.116  -1.185  0.592
C  -1.340  -1.203  0.188
C  -1.524  0.149  -0.518
C  -0.136  0.842  -0.603
O  -0.065  2.141  -0.020
H  2.490  1.195  0.235
H  2.622  -0.008  -1.034
H  2.880  -0.496  0.648
H  0.607  -1.976  1.154
H  -2.431  -1.347  1.144
H  -2.082  -2.009  0.196
H  -2.006  0.105  -1.497
H  -2.153  0.727  0.151
H  0.161  1.017  -1.645
H  -0.209  2.038  0.931

LUMO energy   0.74 eV
Energy above the lowest of the compared OMol25 structures with the same formula, charge and spin   281.0 kJ/mol
Net charge   0

(2)
Formula: C18H19NNiO2
Source: the Open Molecules 2025 dataset
Level of theory: ωB97M-V/def2-TZVPD

Element x y z (Å)
C  1.276  -2.052  -2.239
C  0.612  1.259  -2.100
C  -0.177  -1.986  -1.944
H  1.489  -2.837  -2.983
C  -0.683  1.141  -1.786
H  1.252  1.956  -1.539
H  -0.579  -2.990  -1.699
H  -1.121  1.782  -1.010
C  -1.084  -1.246  -2.844
H  -1.995  -1.863  -2.919
H  -0.664  -1.139  -3.857
C  2.072  -0.785  -2.691
H  2.710  -1.112  -3.532
H  2.758  -0.505  -1.881
C  1.316  0.468  -3.157
H  0.645  0.245  -3.989
H  2.102  1.136  -3.549
C  -1.637  0.146  -2.384
H  -2.140  0.590  -3.266
H  -2.453  -0.007  -1.657
Ni  0.321  -2.040  0.376
H  1.743  -2.402  -1.260
O  3.751  -0.797  1.905
C  2.584  -1.015  1.564
O  2.173  -1.864  0.664
C  1.494  -0.239  2.240
C  1.777  0.548  3.367
C  0.744  1.212  3.988
C  -0.542  1.155  3.413
C  -1.647  1.809  3.999
C  -2.880  1.796  3.385
C  -3.050  1.157  2.139
C  -1.997  0.458  1.553
C  -0.765  0.370  2.226
N  0.247  -0.438  1.771
H  2.795  0.562  3.736
H  0.898  1.762  4.922
H  -1.480  2.301  4.958
H  -3.729  2.283  3.867
H  -4.021  1.195  1.643
H  -2.115  -0.013  0.571

LUMO energy (alpha / beta)   -0.67 / -0.73 eV
Net charge   0
⟨S²⟩   2.03
2S+1   3

(3)
Formula: C19H28BCaF4O2
Source: the Open Molecules 2025 dataset
Level of theory: ωB97M-V/def2-TZVPD

Element x y z (Å)
O  1.762  -0.253  -1.957
C  1.834  0.082  -3.406
C  3.229  -0.555  -3.497
H  1.713  1.172  -3.573
H  1.073  -0.439  -4.012
C  2.948  -1.134  -2.102
H  3.970  0.245  -3.368
H  3.549  -1.126  -4.403
C  4.215  -0.817  -1.308
H  4.289  0.245  -1.012
H  5.052  -1.025  -2.005
H  4.456  -1.476  -0.461
C  2.499  -2.592  -2.131
H  1.684  -2.722  -2.880
H  2.111  -2.892  -1.141
H  3.383  -3.227  -2.388
Ca  1.718  2.033  -0.228
C  -1.452  -2.101  -0.917
C  -2.031  -0.921  -1.506
C  -1.703  -0.890  -2.890
H  -2.597  -0.139  -0.997
C  -0.919  -2.035  -3.172
C  -0.818  -2.837  -1.987
H  -0.303  -3.811  -1.926
H  -1.514  -2.372  0.156
H  -1.983  -0.114  -3.606
H  -0.489  -2.260  -4.145
C  0.733  0.635  2.610
C  1.048  -0.557  1.911
C  2.413  -0.484  1.558
H  0.379  -1.398  1.747
C  2.943  0.745  2.041
C  1.897  1.438  2.720
H  2.028  2.337  3.324
H  -0.217  0.866  3.066
H  2.998  -1.276  1.109
H  3.999  1.008  2.050
O  3.988  2.729  -2.252
C  5.259  2.222  -2.819
C  5.738  3.096  -3.971
H  5.112  1.205  -3.206
H  6.026  2.204  -2.028
C  4.687  4.197  -4.126
H  5.928  2.577  -4.916
H  6.705  3.470  -3.631
C  3.684  3.942  -3.004
H  4.304  4.178  -5.152
H  5.147  5.168  -3.942
H  2.667  3.879  -3.408
H  3.713  4.766  -2.281
F  -0.249  3.056  0.043
B  -1.178  1.905  0.403
F  -0.349  0.816  -0.116
F  -1.323  1.899  1.781
F  -2.359  2.034  -0.266

LUMO energy   1.48 eV
Energy above the lowest of the compared OMol25 structures with the same formula, charge and spin   350.8 kJ/mol
Net charge   -1

(4)
Formula: C16H42AsF6NO10P2S
Source: the Open Molecules 2025 dataset
Level of theory: ωB97M-V/def2-TZVPD

Element x y z (Å)
N  2.866  0.275  1.592
H  1.940  -0.101  1.320
H  2.690  0.923  2.366
H  3.348  0.783  0.854
H  3.405  -0.540  1.873
As  -0.113  2.381  1.551
F  -1.566  2.071  0.717
F  0.311  0.681  1.426
F  1.399  2.757  2.363
F  -0.541  4.045  1.496
F  -0.799  2.119  3.088
F  0.758  2.527  0.048
C  -2.239  -2.041  6.989
C  -1.385  -1.303  5.896
C  -2.258  -1.119  4.650
S  -3.959  -1.278  5.160
O  -4.766  -1.894  4.144
O  -4.343  -0.047  5.794
C  -3.498  -2.557  6.339
H  -2.464  -1.303  7.758
H  -1.658  -2.835  7.457
H  -0.421  -1.761  5.699
H  -1.203  -0.308  6.302
H  -2.140  -1.982  3.983
H  -1.976  -0.240  4.075
H  -3.253  -3.383  5.665
H  -4.300  -2.915  6.978
C  1.739  -4.967  3.563
C  1.121  -3.596  3.413
O  0.074  -3.496  2.448
P  0.394  -3.341  0.891
O  1.029  -2.056  0.576
O  1.179  -4.644  0.514
C  1.110  -5.189  -0.818
C  0.779  -6.665  -0.809
O  -1.047  -3.508  0.292
C  -1.845  -2.290  0.469
C  -1.755  -1.389  -0.740
H  2.115  -5.406  2.642
H  2.641  -4.905  4.184
H  1.084  -5.663  4.087
H  0.745  -3.261  4.378
H  1.896  -2.866  3.136
H  0.392  -4.653  -1.447
H  2.052  -4.955  -1.322
H  -0.151  -6.857  -0.284
H  0.630  -6.941  -1.857
H  1.647  -7.235  -0.482
H  -2.857  -2.642  0.658
H  -1.499  -1.730  1.339
H  -2.519  -0.613  -0.729
H  -0.774  -0.915  -0.736
H  -1.843  -1.948  -1.674
C  2.569  6.998  -6.858
C  2.392  6.247  -5.565
O  1.442  5.169  -5.799
P  1.113  4.148  -4.648
O  2.234  3.296  -4.239
O  0.495  5.044  -3.531
C  0.267  4.483  -2.204
C  -1.045  3.728  -2.145
O  -0.148  3.391  -5.229
C  -0.060  2.697  -6.477
C  0.070  1.212  -6.251
H  3.627  6.988  -7.132
H  1.999  6.538  -7.660
H  2.305  8.053  -6.804
H  3.303  5.780  -5.188
H  2.004  6.835  -4.732
H  1.093  3.813  -1.977
H  0.269  5.338  -1.535
H  -1.488  3.689  -1.158
H  -1.766  4.177  -2.845
H  -1.006  2.751  -2.635
H  -0.950  2.949  -7.053
H  0.798  3.031  -7.065
H  0.912  1.007  -5.587
H  -0.806  0.755  -5.781
H  0.201  0.654  -7.180

LUMO energy   -0.49 eV
Energy above the lowest of the compared OMol25 structures with the same formula, charge and spin   0.0 kJ/mol
Net charge   0

(5)
Formula: C5H8N2O2
Source: the Open Molecules 2025 dataset
Level of theory: ωB97M-V/def2-TZVPD

Element x y z (Å)
C  -1.004  -1.611  -0.554
C  -0.864  -0.340  -0.387
N  -0.655  0.848  -0.227
C  -1.550  1.919  -0.160
N  -2.363  1.839  0.927
O  -1.546  2.835  -0.936
H  -1.199  -2.265  0.275
H  -0.873  -2.056  -1.523
H  -2.323  1.071  1.573
H  -2.969  2.618  1.129
C  2.222  -0.779  0.624
C  2.143  -0.610  -0.860
O  1.771  -1.446  -1.634
H  1.893  -1.771  0.919
H  3.247  -0.615  0.950
H  1.598  -0.023  1.095
H  2.472  0.387  -1.212

SMILES string   C=C=NC(N)=O.CC=O
LUMO energy   0.67 eV
Energy above the lowest of the compared OMol25 structures with the same formula, charge and spin   230.6 kJ/mol
Net charge   0

(6)
Formula: ClH4NiO2
Source: the Open Molecules 2025 dataset
Level of theory: ωB97M-V/def2-TZVPD

Element x y z (Å)
Ni  -4.642  4.658  -0.378
Cl  -2.047  1.597  0.708
O  1.837  -1.545  3.357
H  1.234  -0.846  3.102
H  2.698  -1.230  3.083
O  0.589  -1.129  -3.388
H  0.019  -0.632  -3.974
H  0.311  -0.874  -2.509

LUMO energy (alpha / beta)   -7.89 / -7.89 eV
Energy above the lowest of the compared OMol25 structures with the same formula, charge and spin   112.1 kJ/mol
Net charge   +1
⟨S²⟩   2.00
2S+1   3